[1]
{"formula": "C17H42N2O16S3", "method": "the ωB97M-V functional and the def2-TZVPD basis", "e_above_lowest_ev": 0.000, "homo_lumo_gap_ev": 8.61, "spin_multiplicity": 1, "elements": ["S", "S", "S", "O", "O", "O", "O", "O", "O", "O", "O", "O", "O", "O", "O", "O", "O", "O", "O", "N", "N", "C", "C", "C", "C", "C", "C", "C", "C", "C", "C", "C", "C", "C", "C", "C", "C", "C", "H", "H", "H", "H", "H", "H", "H", "H", "H", "H", "H", "H", "H", "H", "H", "H", "H", "H", "H", "H", "H", "H", "H", "H", "H", "H", "H", "H", "H", "H", "H", "H", "H", "H", "H", "H", "H", "H", "H", "H", "H", "H"], "positions_angstrom": [[22.619, 27.107, 7.217], [26.446, 30.070, 16.875], [30.805, 28.298, 11.018], [27.286, 28.879, 17.509], [24.209, 31.052, 6.171], [29.601, 27.463, 10.925], [24.998, 28.989, 11.635], [24.158, 33.165, 7.022], [23.892, 27.707, 7.195], [23.314, 32.700, 13.317], [22.601, 26.214, 8.638], [21.499, 27.964, 7.442], [25.658, 32.630, 5.505], [30.339, 29.837, 11.202], [25.168, 29.396, 16.749], [31.567, 28.132, 12.098], [25.556, 31.061, 12.226], [26.572, 31.178, 17.742], [23.868, 30.680, 10.785], [21.501, 29.911, 15.049], [24.801, 30.215, 11.564], [24.732, 32.278, 6.232], [21.876, 28.964, 16.216], [22.628, 30.852, 14.718], [29.116, 30.057, 11.971], [21.151, 29.051, 13.884], [27.840, 27.332, 19.275], [22.876, 26.921, 9.850], [22.306, 31.754, 13.450], [28.817, 31.527, 12.039], [22.456, 25.941, 6.003], [23.591, 26.020, 10.850], [23.188, 32.448, 7.747], [26.989, 28.497, 18.809], [27.041, 30.344, 15.288], [31.755, 28.196, 9.503], [20.232, 30.629, 15.528], [23.197, 31.057, 7.190], [21.997, 28.439, 13.925], [32.596, 27.518, 9.631], [22.757, 26.449, 5.010], [23.517, 26.435, 11.846], [32.213, 29.034, 9.455], [29.533, 31.919, 12.697], [21.734, 27.279, 10.121], [27.973, 31.406, 12.743], [20.318, 28.260, 14.284], [23.493, 27.807, 9.613], [29.288, 29.716, 12.989], [31.128, 27.611, 8.654], [19.477, 30.979, 14.728], [25.986, 28.199, 19.002], [22.587, 31.292, 12.536], [21.164, 32.031, 13.485], [22.359, 29.625, 17.086], [28.262, 29.552, 11.625], [27.497, 26.793, 20.120], [22.213, 30.683, 6.828], [28.317, 30.301, 15.142], [23.654, 30.505, 7.924], [23.537, 30.115, 14.716], [24.141, 32.204, 12.885], [20.869, 29.708, 13.044], [28.750, 31.966, 11.010], [23.264, 25.330, 6.105], [28.802, 27.460, 19.342], [26.598, 31.175, 14.877], [19.589, 29.934, 15.942], [22.166, 32.985, 7.765], [23.366, 32.214, 8.674], [22.555, 31.507, 15.530], [27.682, 26.510, 18.729], [22.829, 28.597, 15.942], [21.220, 28.151, 16.527], [20.467, 31.503, 16.163], [21.547, 25.367, 5.684], [23.011, 25.197, 10.833], [27.444, 29.319, 19.392], [26.578, 29.462, 14.801], [24.423, 25.769, 10.618]], "lowdin_charge": [0.58, 0.57, 0.55, -0.24, 0.10, -0.31, -0.01, 0.12, -0.25, -0.09, -0.29, -0.28, 0.10, -0.25, -0.32, -0.23, -0.10, -0.25, -0.07, -0.38, -0.52, -0.59, 0.00, -0.07, -0.28, 0.01, -0.04, -0.25, -0.26, -0.06, -0.15, -0.02, -0.13, -0.26, -0.13, -0.09, -0.01, -0.11, 0.07, 0.07, 0.12, 0.09, -0.02, 0.06, 0.17, 0.05, 0.16, 0.10, 0.11, 0.15, 0.13, 0.12, 0.07, 0.15, 0.16, 0.10, 0.09, 0.15, 0.18, 0.09, 0.17, 0.12, 0.12, 0.12, 0.03, 0.03, 0.03, 0.06, 0.17, 0.05, 0.10, 0.04, 0.05, 0.11, 0.12, 0.11, 0.05, 0.13, 0.08, -0.02]}

***

[2]
{"formula": "BH26NO9", "method": "the ωB97M-V functional and the def2-TZVPD basis", "e_above_lowest_ev": 1.818, "homo_lumo_gap_ev": 5.45, "spin_multiplicity": 1, "elements": ["O", "O", "O", "O", "O", "O", "O", "O", "O", "N", "B", "H", "H", "H", "H", "H", "H", "H", "H", "H", "H", "H", "H", "H", "H", "H", "H", "H", "H", "H", "H", "H", "H", "H", "H", "H", "H"], "positions_angstrom": [[-0.640, -0.850, -2.938], [3.199, -1.197, 1.302], [0.530, 2.794, 2.240], [2.607, 0.789, -0.359], [-2.024, 1.464, 1.838], [-1.404, 3.359, -0.397], [0.674, -1.328, 2.332], [0.179, 1.860, -3.408], [-3.020, -1.597, 0.378], [-0.306, 0.295, -0.190], [0.089, -4.113, 0.258], [1.216, -4.408, 0.237], [0.293, -2.061, 1.808], [-0.410, 0.074, 0.660], [1.705, -1.481, 2.096], [-3.331, -1.162, -0.466], [-1.481, -1.123, -3.367], [-0.381, -4.881, -0.552], [3.498, -0.778, 2.005], [-0.432, 0.134, -3.072], [-1.996, 0.909, 2.631], [0.365, 3.330, 1.540], [-1.358, 2.109, 2.086], [-3.246, -2.554, 0.411], [2.967, 0.870, -1.202], [-1.134, -0.089, -0.585], [3.085, 1.553, 0.013], [-0.155, -2.948, -0.189], [-0.466, -4.370, 1.368], [0.478, -0.112, -0.564], [-0.204, 1.267, -0.479], [1.287, 3.063, 2.672], [-0.020, 1.907, -4.328], [-0.443, 2.440, -3.067], [2.893, -0.489, 0.766], [-1.966, 3.398, -1.101], [-0.654, 3.941, -0.387]], "nbo_charge": [-0.98, -0.90, -0.93, -0.94, -0.96, -0.95, -1.05, -0.93, -0.97, -0.79, -0.75, -0.04, 0.51, 0.45, 0.49, 0.46, 0.48, -0.03, 0.45, 0.48, 0.48, 0.46, 0.48, 0.51, 0.48, 0.45, 0.48, -0.12, -0.06, 0.44, 0.42, 0.48, 0.49, 0.46, 0.48, 0.48, 0.48]}

***

Calculated values (eV) of HOMO level for the records, taken in order: -8.91, -6.76.